(1)
Below is a molecular structure, C22H55AgCl2F2N8O13S2 at a distorted geometry, with properties calculated with the ωB97M-V functional and the def2-TZVPD basis.

Positions of all 105 atoms, in Å:
Ag1 3.756 0.581 0.430
N1 1.838 -0.073 -0.203
S1 1.350 -1.068 -1.312
O1 0.380 -0.697 -2.316
O2 1.315 -2.425 -0.843
F1 2.722 -1.079 -2.145
S2 0.295 0.306 0.304
O3 -0.611 -0.746 0.679
O4 -0.264 1.468 -0.347
F2 0.701 0.949 1.704
Cl1 -1.350 -0.619 3.820
C1 -1.545 1.158 3.964
C2 -2.572 1.703 2.982
Cl2 -4.167 1.004 3.384
H1 -0.591 1.649 3.783
H2 -1.873 1.336 4.985
H3 -2.343 1.415 1.955
H4 -2.652 2.788 2.963
C3 0.402 -5.507 -2.048
C4 -1.142 -5.642 -2.097
C5 -1.741 -4.264 -1.820
O5 -1.608 -6.050 -3.359
H5 0.876 -5.095 -2.939
H6 0.757 -6.540 -1.966
H7 0.777 -4.969 -1.178
H8 -1.473 -6.318 -1.309
H9 -2.827 -4.197 -1.881
H10 -1.273 -3.598 -2.554
H11 -1.435 -3.876 -0.843
H12 -1.345 -5.390 -4.009
C6 4.435 3.567 3.915
C7 3.625 2.299 3.630
C8 2.314 2.292 4.419
O6 3.383 2.177 2.234
H13 4.612 3.778 4.969
H14 3.907 4.434 3.507
H15 5.384 3.576 3.375
H16 4.226 1.430 3.896
H17 1.719 1.415 4.168
H18 1.761 3.229 4.423
H19 2.696 2.143 5.436
H20 2.830 2.925 1.938
O7 -2.177 -1.717 -5.092
C9 -2.827 -1.051 -4.267
N2 -2.295 -0.770 -3.077
C10 -4.176 -0.448 -4.553
H21 -1.407 -1.228 -2.909
H22 -2.853 -0.417 -2.298
H23 -4.121 0.641 -4.570
H24 -4.844 -0.710 -3.731
H25 -4.577 -0.836 -5.485
O8 2.189 4.406 2.077
C11 0.976 4.523 1.919
N3 0.324 3.763 1.020
C12 0.134 5.495 2.739
H26 0.832 3.033 0.562
H27 -0.694 3.776 0.995
H28 0.426 5.449 3.788
H29 -0.918 5.219 2.822
H30 0.251 6.463 2.257
O9 -3.645 0.102 -0.704
C13 -4.129 -0.800 0.000
N4 -3.397 -1.646 0.708
C14 -5.622 -0.978 -0.031
H31 -2.472 -1.324 0.967
H32 -3.841 -2.433 1.144
H33 -6.253 -0.099 0.027
H34 -5.971 -1.748 0.661
H35 -5.825 -1.465 -0.993
O10 0.115 2.243 -7.028
C15 -0.098 1.204 -6.357
N5 -0.693 0.169 -6.922
C16 0.219 1.153 -4.912
H36 -0.918 0.223 -7.906
H37 -1.084 -0.490 -6.256
H38 -0.137 0.249 -4.408
H39 -0.379 1.917 -4.408
H40 1.297 1.167 -4.757
O11 -2.527 4.281 0.929
C17 -3.324 3.908 0.077
N6 -4.653 3.968 0.280
C18 -2.923 3.334 -1.270
H41 -4.987 4.336 1.157
H42 -5.338 3.880 -0.447
H43 -2.662 4.120 -1.979
H44 -3.816 2.879 -1.705
H45 -2.196 2.533 -1.164
O12 3.271 -0.710 2.398
C19 2.746 -1.694 2.904
N7 2.167 -2.659 2.169
C20 2.756 -1.905 4.405
H46 2.144 -2.616 1.159
H47 1.843 -3.480 2.648
H48 2.380 -2.888 4.700
H49 2.132 -1.179 4.922
H50 3.788 -1.898 4.755
O13 4.798 -1.531 -0.003
C21 5.600 -2.464 -0.122
N8 6.708 -2.253 -0.853
C22 5.351 -3.774 0.545
H51 7.345 -2.966 -1.164
H52 6.824 -1.327 -1.225
H53 4.693 -4.415 -0.043
H54 4.920 -3.678 1.538
H55 6.297 -4.306 0.670

Summary:
- molecular weight (g mol⁻¹) = 920.6
- net charge = +1
- HOMO-LUMO gap (spin up / spin down) (Eh) = 0.309 / 0.125
- calculated total energy (Eh) = -4350.74214
- strongest force on any atom (eV Å⁻¹) = 6.36
- ⟨S²⟩ = 0.755
- spin multiplicity = 2

Here are the Mulliken charges for atoms 1 to 99, given in e:
1. Ag 0.694
2. N 0.805
3. S 0.064
4. O -0.304
5. O -0.560
6. F -0.402
7. S 0.502
8. O -0.344
9. O -0.705
10. F -0.157
11. Cl -0.182
12. C 0.111
13. C 0.071
14. Cl -0.188
15. H -0.477
16. H 0.563
17. H -0.343
18. H 0.324
19. C -0.901
20. C 0.042
21. C -0.506
22. O -0.562
23. H 0.281
24. H 0.397
25. H 0.072
26. H 0.387
27. H 0.311
28. H -0.068
29. H 0.221
30. H 0.351
31. C -1.373
32. C 0.380
33. C -0.837
34. O -0.174
35. H 0.392
36. H 0.268
37. H 0.333
38. H 0.345
39. H -0.172
40. H 0.132
41. H 0.529
42. H 0.370
43. O -0.858
44. C 0.961
45. N 0.675
46. C -1.261
47. H 0.114
48. H -0.146
49. H 0.268
50. H 0.257
51. H 0.381
52. O -0.747
53. C 0.814
54. N 0.155
55. C -1.112
56. H -0.096
57. H 0.050
58. H 0.325
59. H 0.315
60. H 0.318
61. O -0.861
62. C 0.653
63. N 0.056
64. C -1.320
65. H 0.122
66. H 0.184
67. H 0.269
68. H 0.412
69. H 0.315
70. O -0.208
71. C 0.548
72. N -0.159
73. C -0.099
74. H 0.271
75. H 0.210
76. H -0.314
77. H 0.310
78. H 0.428
79. O -0.672
80. C 0.657
81. N -0.378
82. C -0.614
83. H 0.250
84. H 0.196
85. H 0.375
86. H 0.339
87. H -0.222
88. O -0.262
89. C 0.513
90. N -0.017
91. C -1.324
92. H -0.031
93. H 0.184
94. H 0.467
95. H 0.201
96. H 0.319
97. O -0.358
98. C 0.615
99. N -0.436

(2)
Below is a molecular structure, C22H55AlBr3F2N7O15P2S2 at a distorted geometry, with properties calculated with the ωB97M-V functional and the def2-TZVPD basis.

Positions of all 109 atoms, in Å:
Al1 4.077 -1.523 -0.270
N1 1.350 -1.420 -0.617
S1 0.172 -2.442 -0.372
O1 -0.267 -3.202 -1.499
O2 -0.836 -2.029 0.554
F1 0.965 -3.552 0.468
S2 0.531 -0.260 -1.493
O3 -0.807 0.071 -1.180
O4 0.973 -0.219 -2.825
F2 1.331 0.970 -0.849
C1 -3.671 0.455 -2.870
Br1 -3.707 -0.223 -4.650
Br2 -3.765 -0.917 -1.533
Br3 -5.163 1.697 -2.602
H1 -2.766 1.003 -2.662
O5 -2.713 -0.015 4.794
P1 -3.828 0.164 3.865
N2 -3.563 1.450 2.809
C2 -3.314 2.795 3.301
C3 -3.682 1.283 1.369
N3 -5.263 0.593 4.555
C4 -6.304 1.327 3.874
C5 -5.553 -0.031 5.868
N4 -4.150 -1.157 2.890
C6 -3.015 -1.742 2.170
C7 -5.124 -2.124 3.341
H2 -4.299 3.295 3.269
H3 -2.537 3.283 2.714
H4 -2.995 2.844 4.343
H5 -4.468 0.589 1.076
H6 -2.717 0.908 0.982
H7 -3.845 2.280 0.961
H8 -7.256 1.081 4.322
H9 -6.140 2.420 3.942
H10 -6.212 1.219 2.786
H11 -5.688 -1.097 5.727
H12 -4.846 0.316 6.615
H13 -6.520 0.362 6.186
H14 -3.339 -2.621 1.632
H15 -2.494 -0.944 1.639
H16 -2.214 -2.050 2.871
H17 -4.819 -2.503 4.322
H18 -5.151 -2.949 2.638
H19 -6.126 -1.705 3.405
O6 2.988 1.022 1.289
P2 2.423 1.709 2.434
N5 3.079 3.173 2.871
C8 2.465 4.158 3.738
C9 4.429 3.479 2.413
N6 2.527 0.863 3.892
C10 3.767 0.140 4.125
C11 1.752 1.171 5.073
N7 0.822 2.055 2.354
C12 -0.122 0.935 2.304
C13 0.383 3.195 1.575
H20 2.963 4.185 4.721
H21 1.457 3.843 4.015
H22 2.437 5.151 3.287
H23 5.092 2.623 2.551
H24 4.855 4.267 3.034
H25 4.420 3.828 1.381
H26 4.625 0.816 4.277
H27 3.705 -0.483 5.013
H28 4.016 -0.478 3.262
H29 1.876 2.224 5.366
H30 0.677 1.157 4.843
H31 1.943 0.456 5.860
H32 -0.345 0.656 1.271
H33 0.250 0.105 2.898
H34 -1.066 1.267 2.754
H35 1.135 3.982 1.529
H36 -0.466 3.668 2.077
H37 0.132 2.903 0.554
C14 4.474 3.060 -1.367
O7 5.000 2.665 -2.583
C15 4.895 1.353 -2.874
O8 4.080 0.585 -2.351
O9 5.659 1.008 -3.887
C16 6.798 1.765 -4.249
H38 4.996 2.588 -0.521
H39 3.418 2.840 -1.198
H40 4.626 4.121 -1.171
H41 7.659 1.680 -3.581
H42 6.616 2.836 -4.378
H43 7.160 1.462 -5.230
C17 -0.217 -4.420 -8.530
O10 -0.989 -4.837 -7.403
C18 -1.474 -3.894 -6.643
O11 -1.342 -2.716 -6.774
O12 -2.235 -4.500 -5.738
C19 -2.982 -3.761 -4.821
H44 0.001 -5.302 -9.110
H45 0.693 -3.941 -8.186
H46 -0.783 -3.636 -9.033
H47 -3.568 -3.003 -5.346
H48 -2.422 -3.285 -4.017
H49 -3.780 -4.362 -4.387
C20 2.856 -1.135 -5.151
O13 2.604 -2.497 -4.782
C21 3.089 -2.925 -3.636
O14 3.716 -2.220 -2.875
O15 2.774 -4.168 -3.376
C22 2.021 -5.012 -4.225
H50 1.926 -0.578 -5.146
H51 3.275 -1.149 -6.155
H52 3.606 -0.617 -4.552
H53 1.696 -5.903 -3.695
H54 2.620 -5.264 -5.098
H55 1.072 -4.589 -4.558

Summary:
- molecular weight (g mol⁻¹) = 1088.5
- net charge = +2
- HOMO-LUMO gap (Eh) = 0.073
- calculated total energy (Eh) = -12025.76988
- strongest force on any atom (eV Å⁻¹) = 4.46
- spin multiplicity = 1

Here are the Mulliken charges for atoms 1 to 99, given in e:
1. Al 0.766
2. N 0.036
3. S 0.687
4. O -0.564
5. O -0.421
6. F -0.355
7. S 0.610
8. O -0.374
9. O -0.373
10. F -0.143
11. C -0.067
12. Br 0.035
13. Br -0.012
14. Br -0.076
15. H 0.144
16. O -0.837
17. P 0.282
18. N 0.750
19. C -1.058
20. C -1.076
21. N 0.156
22. C -0.795
23. C -0.885
24. N 0.481
25. C -0.373
26. C -0.985
27. H 0.400
28. H 0.310
29. H 0.333
30. H 0.481
31. H 0.016
32. H 0.530
33. H 0.386
34. H 0.247
35. H 0.328
36. H 0.302
37. H 0.263
38. H 0.442
39. H 0.526
40. H -0.396
41. H 0.264
42. H 0.425
43. H 0.340
44. H 0.304
45. O -0.748
46. P 0.129
47. N 0.452
48. C -1.199
49. C -0.946
50. N 0.359
51. C -0.801
52. C -0.586
53. N 0.754
54. C -0.318
55. C -1.144
56. H 0.399
57. H 0.450
58. H 0.406
59. H 0.329
60. H 0.429
61. H 0.177
62. H 0.306
63. H 0.391
64. H 0.180
65. H 0.166
66. H 0.132
67. H 0.470
68. H -0.614
69. H 0.421
70. H 0.065
71. H 0.499
72. H 0.244
73. H 0.206
74. C -0.773
75. O -0.385
76. C 0.555
77. O -0.048
78. O -0.298
79. C -0.757
80. H 0.291
81. H 0.316
82. H 0.427
83. H 0.301
84. H 0.334
85. H 0.282
86. C -0.589
87. O -0.351
88. C 0.899
89. O -0.573
90. O -0.336
91. C -0.477
92. H 0.225
93. H 0.230
94. H 0.314
95. H 0.174
96. H 0.199
97. H 0.291
98. C -0.432
99. O -0.293

(3)
Below is a molecular structure, C22H55AsN6P2STl at a distorted geometry, with properties calculated with the ωB97M-V functional and the def2-TZVPD basis.

Positions of all 88 atoms, in Å:
Tl1 -11.915 13.941 -4.902
N1 -9.287 14.405 -5.589
C1 -8.680 15.189 -4.511
C2 -9.547 16.332 -4.046
N2 -10.807 15.927 -3.452
C3 -11.694 17.047 -3.148
C4 -12.951 16.519 -2.488
N3 -13.685 15.628 -3.403
H1 -9.272 14.894 -6.460
H2 -8.834 13.508 -5.704
H3 -8.488 14.471 -3.650
H4 -7.719 15.605 -4.756
H5 -8.969 16.955 -3.312
H6 -9.829 16.943 -4.944
H7 -10.651 15.291 -2.677
H8 -11.257 17.851 -2.547
H9 -12.007 17.496 -4.109
H10 -12.681 15.880 -1.632
H11 -13.533 17.392 -2.168
H12 -14.191 14.926 -2.865
H13 -14.367 16.129 -3.952
C5 -12.759 14.028 -10.257
C6 -12.641 13.865 -8.752
C7 -11.402 13.098 -8.317
P1 -12.714 15.345 -7.709
C8 -14.491 15.765 -7.556
C9 -14.576 17.105 -6.814
C10 -15.386 15.800 -8.790
C11 -11.853 16.629 -8.755
C12 -12.583 17.402 -9.792
C13 -11.087 17.631 -7.864
H14 -12.716 13.061 -10.730
H15 -11.916 14.566 -10.706
H16 -13.693 14.549 -10.551
H17 -13.534 13.308 -8.395
H18 -10.480 13.654 -8.467
H19 -11.327 12.188 -8.829
H20 -11.473 12.819 -7.317
H21 -14.820 15.011 -6.866
H22 -14.363 17.966 -7.481
H23 -13.849 17.164 -6.018
H24 -15.538 17.291 -6.357
H25 -15.157 16.625 -9.480
H26 -16.416 15.953 -8.418
H27 -15.475 14.881 -9.360
H28 -11.110 16.021 -9.340
H29 -13.261 18.126 -9.351
H30 -13.210 16.774 -10.405
H31 -11.877 17.938 -10.423
H32 -11.765 18.113 -7.146
H33 -10.618 18.378 -8.493
H34 -10.316 17.056 -7.318
C14 -10.638 12.478 1.343
N4 -10.275 12.159 -0.050
C15 -10.646 10.780 -0.374
N5 -12.077 10.428 -0.143
C16 -12.311 10.802 1.254
N6 -12.069 12.229 1.602
C17 -13.002 13.099 0.796
P2 -12.763 12.984 -1.046
C18 -10.916 13.059 -0.981
C19 -12.904 11.105 -1.151
H35 -10.412 13.530 1.593
H36 -10.093 11.893 2.077
H37 -9.998 10.124 0.206
H38 -10.387 10.633 -1.437
H39 -11.677 10.209 1.897
H40 -13.363 10.592 1.486
H41 -12.937 14.159 1.061
H42 -14.041 12.800 1.075
H43 -10.553 14.063 -0.752
H44 -10.627 12.839 -2.033
H45 -12.586 10.751 -2.160
H46 -13.945 10.881 -1.019
C20 -5.787 10.960 -3.912
As1 -7.364 11.057 -2.797
C21 -7.500 9.312 -2.009
C22 -6.985 12.206 -1.333
S1 -9.106 11.474 -3.892
H47 -4.979 10.762 -3.214
H48 -5.714 11.924 -4.378
H49 -6.003 10.118 -4.568
H50 -6.647 9.155 -1.356
H51 -7.553 8.570 -2.807
H52 -8.442 9.317 -1.442
H53 -6.084 11.900 -0.808
H54 -7.884 12.161 -0.694
H55 -6.825 13.248 -1.573

Summary:
- molecular weight (g mol⁻¹) = 777.0
- net charge = +1
- HOMO-LUMO gap (Eh) = 0.316
- calculated total energy (Eh) = -4688.73050
- energy relative to the best compared isomer or geometry (same formula, charge and spin) (eV) = 0.622
- strongest force on any atom (eV Å⁻¹) = 1.87
- spin multiplicity = 1

Mulliken atomic charges, in units of e:
1. Tl 0.836
2. N -0.296
3. C -0.520
4. C -0.476
5. N 0.177
6. C -0.448
7. C -0.482
8. N -0.263
9. H 0.138
10. H 0.197
11. H -0.087
12. H 0.506
13. H 0.343
14. H 0.191
15. H -0.027
16. H 0.380
17. H 0.120
18. H 0.011
19. H 0.409
20. H 0.199
21. H 0.114
22. C -1.616
23. C 0.503
24. C -1.438
25. P 0.195
26. C 0.853
27. C -1.313
28. C -1.545
29. C 0.449
30. C -1.855
31. C -1.130
32. H 0.485
33. H 0.282
34. H 0.269
35. H 0.361
36. H 0.181
37. H 0.506
38. H 0.300
39. H 0.473
40. H 0.197
41. H -0.021
42. H 0.482
43. H 0.219
44. H 0.459
45. H 0.350
46. H 0.409
47. H 0.297
48. H 0.311
49. H 0.506
50. H 0.222
51. H 0.552
52. H 0.021
53. C -0.806
54. N 0.037
55. C -0.793
56. N 0.123
57. C -0.912
58. N 0.015
59. C -0.963
60. P 0.283
61. C 0.080
62. C -0.902
63. H 0.367
64. H 0.311
65. H 0.164
66. H 0.287
67. H 0.351
68. H 0.392
69. H 0.359
70. H 0.413
71. H 0.738
72. H -0.590
73. H 0.368
74. H 0.459
75. C -1.122
76. As 0.546
77. C -0.888
78. C -0.725
79. S -0.492
80. H 0.411
81. H 0.350
82. H 0.370
83. H 0.398
84. H 0.360
85. H 0.190
86. H 0.461
87. H -0.010
88. H 0.382